Density functional theory data (the ωB97M-V functional and the def2-TZVPD basis) for a cluster of 20 separate species, C70H190N10O20 in total.

Geometry as XYZ:
```
290
Properties=species:S:1:pos:R:3:mulliken_charge:R:1
C -2.307 -6.979 6.187 -1.54
C -1.268 -5.789 6.288 0.31
C -1.705 -4.543 5.428 0.04
O -3.012 -4.146 5.894 -0.42
C -3.678 -3.323 4.939 -0.98
N -1.061 -5.385 7.650 -0.68
H -2.043 -7.890 6.726 0.41
H -2.360 -7.360 5.167 0.36
H -3.336 -6.708 6.425 0.28
H -0.344 -6.158 5.842 0.22
H -1.668 -4.746 4.358 0.25
H -1.009 -3.744 5.682 -0.02
H -3.707 -3.836 3.978 0.41
H -3.133 -2.408 4.707 0.38
H -4.709 -3.161 5.255 0.36
H -1.966 -5.098 7.993 0.38
H -0.633 -4.470 7.641 0.23
C -0.055 5.509 3.966 -1.79
C 0.356 4.488 4.971 3.12
C 1.397 4.861 5.990 -1.35
O 2.656 4.946 5.396 -0.11
C 3.758 4.828 6.228 -0.91
N -0.858 4.143 5.703 -0.81
H 0.812 5.832 3.390 0.31
H -0.618 6.311 4.443 0.39
H -0.707 4.952 3.294 0.16
H 0.750 3.615 4.451 -1.05
H 1.386 4.218 6.869 0.55
H 1.047 5.817 6.379 0.34
H 4.643 4.890 5.595 0.20
H 3.687 3.879 6.759 0.36
H 3.730 5.599 6.998 0.33
H -1.491 3.642 5.096 -0.07
H -0.708 3.562 6.515 0.35
C 4.958 4.017 -4.353 -1.23
C 3.865 5.046 -4.256 0.31
C 3.133 5.151 -5.550 -0.14
O 2.146 6.172 -5.449 -0.35
C 1.720 6.686 -6.705 -0.97
N 2.967 4.691 -3.162 -0.80
H 4.574 3.053 -4.687 -0.14
H 5.427 3.759 -3.403 0.41
H 5.817 4.367 -4.925 0.55
H 4.348 5.997 -4.035 0.53
H 2.662 4.190 -5.757 -0.41
H 3.883 5.333 -6.320 0.69
H 2.541 7.214 -7.189 0.34
H 0.893 7.383 -6.568 0.31
H 1.395 5.880 -7.363 0.32
H 3.438 4.584 -2.275 0.19
H 2.345 5.473 -3.017 0.12
C -0.954 1.029 3.358 1.57
C -2.314 1.474 3.985 0.10
C -3.495 1.046 3.134 -1.75
O -3.294 -0.318 2.869 0.56
C -4.503 -0.991 2.433 -1.19
N -2.381 0.846 5.271 -0.59
H -0.156 1.439 3.978 -0.17
H -0.738 1.513 2.406 -0.62
H -0.793 -0.044 3.254 -0.27
H -2.330 2.545 4.185 0.33
H -3.581 1.553 2.173 0.22
H -4.347 1.252 3.781 0.53
H -4.828 -0.713 1.430 0.16
H -5.327 -0.852 3.133 0.43
H -4.266 -2.041 2.259 0.29
H -2.361 -0.160 5.181 0.00
H -1.553 1.001 5.829 0.47
C 5.187 -6.696 5.077 -1.48
C 6.103 -5.680 4.349 0.55
C 5.720 -4.212 4.471 -1.12
O 4.845 -3.737 3.376 0.22
C 4.992 -2.295 3.337 -1.23
N 7.507 -5.860 4.833 -0.80
H 5.469 -7.718 4.822 0.45
H 4.127 -6.554 4.866 0.19
H 5.331 -6.608 6.154 0.37
H 6.158 -5.925 3.289 0.30
H 6.602 -3.572 4.475 0.46
H 5.261 -3.961 5.427 0.43
H 5.013 -1.824 4.320 0.68
H 4.060 -1.986 2.863 0.03
H 5.818 -2.012 2.685 0.35
H 8.110 -5.228 4.325 0.28
H 7.733 -6.779 4.482 0.29
C -6.509 -2.170 -3.065 -1.46
C -5.261 -2.160 -2.177 0.51
C -3.967 -2.569 -2.946 -0.99
O -2.732 -2.578 -2.290 0.20
C -2.620 -3.662 -1.389 -0.21
N -5.055 -0.830 -1.586 0.09
H -6.370 -1.611 -3.991 0.14
H -7.404 -1.879 -2.515 0.21
H -6.657 -3.191 -3.417 0.52
H -5.374 -2.808 -1.308 0.45
H -3.876 -1.811 -3.723 -0.58
H -4.109 -3.525 -3.451 0.71
H -3.513 -3.822 -0.784 0.37
H -1.833 -3.406 -0.680 -0.66
H -2.344 -4.629 -1.809 0.15
H -4.869 -0.208 -2.360 0.55
H -4.147 -0.898 -1.151 -0.56
C 2.865 -3.003 -1.021 -0.84
C 3.083 -3.692 0.377 1.55
C 1.892 -3.372 1.310 -0.84
O 0.645 -3.692 0.747 1.16
C -0.369 -3.945 1.683 -1.47
N 3.250 -5.107 0.120 -0.67
H 3.778 -2.950 -1.615 0.58
H 2.555 -1.964 -0.903 -0.27
H 2.035 -3.560 -1.454 -0.35
H 4.020 -3.429 0.868 -0.29
H 1.903 -2.310 1.555 -0.09
H 1.931 -3.894 2.266 0.24
H -1.371 -4.013 1.262 0.37
H -0.410 -3.078 2.342 0.32
H -0.189 -4.908 2.160 0.39
H 3.531 -5.549 0.983 0.36
H 2.290 -5.422 0.107 0.04
C -8.246 -0.700 0.904 -1.64
C -8.529 0.104 -0.348 0.63
C -9.660 1.109 -0.154 -0.85
O -10.868 0.344 -0.036 -0.36
C -12.006 1.144 0.304 -0.79
N -7.339 0.830 -0.714 0.69
H -8.965 -1.493 1.112 0.44
H -8.199 -0.116 1.823 0.33
H -7.282 -1.204 0.835 0.22
H -8.903 -0.559 -1.128 0.21
H -9.777 1.774 -1.010 0.54
H -9.526 1.612 0.803 0.39
H -12.081 2.007 -0.357 0.31
H -11.850 1.623 1.271 0.32
H -12.945 0.592 0.335 0.26
H -6.594 0.199 -0.974 -0.48
H -7.497 1.184 -1.647 0.27
C 2.114 -0.202 4.574 -1.04
C 1.459 -1.183 5.511 1.01
C 2.107 -2.587 5.257 -0.10
O 1.637 -3.379 6.294 -0.39
C 2.187 -4.683 6.303 -0.71
N 1.739 -0.646 6.834 -0.80
H 2.006 -0.512 3.535 -0.45
H 3.180 -0.286 4.785 0.84
H 1.751 0.821 4.673 -0.18
H 0.386 -1.236 5.331 -0.08
H 3.196 -2.568 5.216 0.35
H 1.723 -2.913 4.291 -0.16
H 3.273 -4.735 6.222 0.24
H 1.834 -5.331 5.501 0.14
H 1.903 -5.158 7.241 0.49
H 2.731 -0.496 6.944 0.28
H 1.509 -1.305 7.564 0.33
C 7.150 -2.827 -2.792 -1.30
C 7.695 -2.997 -1.360 0.16
C 6.717 -2.366 -0.278 0.84
O 6.693 -0.984 -0.421 -0.54
C 5.719 -0.213 0.297 0.42
N 7.889 -4.446 -1.047 -0.75
H 7.894 -3.219 -3.486 0.47
H 7.149 -1.791 -3.129 0.26
H 6.202 -3.357 -2.886 0.25
H 8.685 -2.552 -1.254 0.37
H 7.154 -2.455 0.716 0.21
H 5.688 -2.725 -0.311 -0.82
H 5.663 -0.609 1.311 -0.31
H 4.750 -0.269 -0.199 -0.07
H 5.877 0.860 0.397 0.40
H 7.058 -4.967 -1.285 0.24
H 8.510 -4.841 -1.740 0.29
C 2.052 -2.889 -4.596 -0.05
C 0.682 -2.907 -5.239 0.27
C -0.425 -2.332 -4.297 0.65
O 0.733 -2.068 -6.365 -0.64
H 2.848 -3.163 -5.288 0.51
H 2.204 -3.602 -3.785 -0.20
H 2.381 -1.931 -4.192 -0.51
H 0.444 -3.932 -5.523 0.48
H -1.436 -2.369 -4.704 0.27
H -0.245 -1.287 -4.047 -0.74
H -0.418 -2.919 -3.379 -0.34
H 0.960 -1.190 -6.051 0.28
C 4.113 0.589 -3.602 -1.51
C 2.745 0.979 -3.087 2.15
C 2.717 1.531 -1.620 -1.36
O 2.239 2.008 -3.955 1.46
H 4.873 1.363 -3.709 0.06
H 3.922 0.174 -4.592 0.21
H 4.558 -0.215 -3.016 0.19
H 2.004 0.181 -3.134 -0.87
H 1.705 1.913 -1.483 0.14
H 3.422 2.352 -1.489 0.49
H 2.918 0.788 -0.848 0.10
H 2.590 2.863 -3.696 -1.00
C -0.074 5.292 0.281 0.37
C -0.380 6.711 -0.057 1.00
C 0.037 7.719 1.027 -1.63
O 0.326 7.011 -1.220 -0.57
H -0.564 4.994 1.208 -0.17
H 0.978 5.010 0.254 0.29
H -0.495 4.641 -0.485 -0.74
H -1.458 6.840 -0.155 0.09
H -0.505 7.547 1.957 0.35
H -0.092 8.785 0.843 0.43
H 1.072 7.517 1.301 0.37
H 0.216 6.372 -1.928 0.30
C -2.259 5.013 -2.821 -1.44
C -1.177 4.941 -3.901 2.19
C -1.456 5.764 -5.194 -1.46
O 0.095 5.352 -3.376 0.06
H -1.866 4.517 -1.934 -0.20
H -3.190 4.518 -3.095 0.49
H -2.498 6.047 -2.573 0.61
H -1.073 3.901 -4.208 -0.97
H -0.627 5.617 -5.886 0.21
H -1.613 6.835 -5.069 0.33
H -2.412 5.429 -5.598 0.49
H 0.628 5.387 -4.173 -0.34
C 0.747 2.551 -7.197 -0.97
C 1.565 1.212 -7.168 0.64
C 3.082 1.268 -7.340 -1.34
O 1.272 0.618 -5.916 0.16
H 0.512 3.033 -6.248 -0.11
H -0.242 2.388 -7.624 0.40
H 1.166 3.338 -7.823 0.41
H 1.251 0.557 -7.982 0.45
H 3.473 1.985 -6.618 0.13
H 3.458 1.556 -8.321 0.38
H 3.538 0.318 -7.062 0.37
H 1.507 1.253 -5.236 -0.38
C -2.265 1.202 -4.795 -0.81
C -3.827 1.366 -4.836 0.21
C -4.452 0.326 -5.794 -1.59
O -4.289 1.070 -3.555 -0.70
H -1.756 1.410 -5.737 0.55
H -1.889 0.259 -4.399 0.37
H -1.931 2.027 -4.166 -0.50
H -4.127 2.375 -5.123 0.38
H -5.540 0.388 -5.768 0.37
H -4.157 -0.697 -5.558 0.26
H -4.087 0.564 -6.793 0.46
H -3.501 0.983 -3.013 0.03
C 1.511 -7.647 -1.711 -1.69
C 0.445 -6.550 -1.857 2.33
C 0.405 -6.023 -3.247 -0.95
O -0.862 -7.053 -1.666 -0.62
H 1.301 -8.397 -2.474 0.47
H 1.438 -8.247 -0.804 0.40
H 2.548 -7.376 -1.912 0.35
H 0.694 -5.798 -1.109 -1.44
H -0.345 -5.241 -3.365 0.17
H 0.222 -6.775 -4.015 0.51
H 1.418 -5.647 -3.391 0.15
H -0.996 -7.676 -2.384 0.44
C 4.077 3.714 2.590 -1.91
C 3.247 2.475 2.691 0.20
C 2.033 2.380 1.722 1.68
O 4.022 1.367 2.363 -0.09
H 4.560 3.876 1.626 0.34
H 4.964 3.712 3.222 0.51
H 3.411 4.514 2.913 0.38
H 3.045 2.336 3.753 -0.36
H 1.176 2.999 1.987 0.06
H 1.671 1.352 1.750 -0.61
H 2.302 2.563 0.682 -0.51
H 4.881 1.530 2.757 0.30
C -5.288 3.634 -0.492 -0.38
C -6.393 4.190 0.468 0.39
C -7.614 4.819 -0.245 -1.35
O -6.941 3.063 1.109 -0.55
H -4.754 4.362 -1.102 0.33
H -5.628 2.863 -1.184 0.12
H -4.571 3.085 0.119 -0.23
H -5.946 4.868 1.194 0.42
H -8.400 5.091 0.459 0.35
H -8.142 4.179 -0.951 0.22
H -7.246 5.687 -0.791 0.41
H -7.045 2.430 0.395 0.14
C -1.143 1.836 -0.815 0.01
C -0.953 0.400 -1.245 2.47
C -0.599 -0.548 -0.070 -0.31
O -2.180 -0.030 -1.729 1.20
H -1.943 1.949 -0.084 0.22
H -1.386 2.430 -1.696 -0.37
H -0.325 2.213 -0.201 -0.71
H -0.211 0.412 -2.043 -0.60
H -1.464 -0.668 0.582 -0.35
H 0.269 -0.137 0.446 -0.27
H -0.336 -1.522 -0.482 0.15
H -2.167 -0.961 -1.963 -0.52
```

## Properties
**Charge**: 0
**E**: -131515.1840 eV
**LUMO level**: 0.31 eV
**Kohn-Sham gap**: 9.4 eV